A 6-piece molecular cluster, C36H81N3O6 overall in a non-equilibrium geometry. Source: the Open Molecules 2025 dataset; level of theory: ωB97M-V/def2-TZVPD.

Cartesian coordinates (Å):
1 C 2.74 0.65 -2.71
2 C 3.51 -0.68 -2.47
3 C 2.47 -1.88 -2.66
4 C 4.59 -0.86 -3.55
5 C 5.67 -1.89 -3.28
6 C 6.33 -1.55 -1.94
7 C 5.33 -1.39 -0.74
8 C 4.99 -2.74 -0.05
9 C 6.05 -0.56 0.34
10 N 4.09 -0.61 -1.14
11 O 3.15 -0.43 -0.15
12 H 1.87 0.83 -2.08
13 H 3.35 1.55 -2.59
14 H 2.19 0.66 -3.65
15 H 2.76 -2.83 -2.21
16 H 1.46 -1.73 -2.28
17 H 2.49 -2.23 -3.69
18 H 4.15 -1.23 -4.48
19 H 5.03 0.10 -3.80
20 H 5.24 -2.89 -3.26
21 H 6.39 -1.87 -4.09
22 H 6.92 -0.64 -1.93
23 H 7.01 -2.38 -1.72
24 H 4.87 -2.66 1.03
25 H 5.80 -3.47 -0.11
26 H 4.07 -3.11 -0.50
27 H 5.54 -0.51 1.30
28 H 6.17 0.47 -0.02
29 H 7.01 -1.04 0.53
30 H 3.44 0.34 0.35
31 C -2.12 -3.11 7.15
32 C -2.75 -2.54 5.87
33 C -2.60 -0.96 5.89
34 C -1.88 -3.18 4.74
35 C -2.41 -2.98 3.29
36 C -3.92 -3.31 3.21
37 C -4.79 -2.67 4.35
38 C -5.17 -1.22 4.12
39 C -6.16 -3.48 4.33
40 N -4.13 -3.02 5.65
41 O -4.95 -2.74 6.79
42 H -2.33 -4.16 7.33
43 H -1.03 -3.09 7.07
44 H -2.51 -2.62 8.05
45 H -3.44 -0.53 6.44
46 H -1.76 -0.67 6.53
47 H -2.53 -0.53 4.89
48 H -0.93 -2.63 4.73
49 H -1.56 -4.21 4.88
50 H -2.32 -1.97 2.89
51 H -1.86 -3.61 2.59
52 H -4.10 -4.39 3.18
53 H -4.16 -3.05 2.17
54 H -5.44 -0.80 5.09
55 H -5.99 -1.06 3.42
56 H -4.31 -0.65 3.78
57 H -6.95 -2.98 4.89
58 H -6.05 -4.45 4.82
59 H -6.52 -3.67 3.32
60 H -5.15 -3.61 7.14
61 C -3.18 2.85 -4.79
62 C -1.77 3.50 -4.81
63 C -1.13 3.29 -3.45
64 C -1.01 2.74 -5.92
65 C 0.36 3.34 -6.33
66 C 0.18 4.81 -6.80
67 C -0.64 5.64 -5.72
68 C 0.36 6.02 -4.66
69 C -1.08 6.94 -6.42
70 N -1.84 4.93 -5.23
71 O -2.62 5.70 -4.40
72 H -3.70 2.94 -5.74
73 H -3.23 1.79 -4.53
74 H -3.86 3.28 -4.06
75 H -0.04 3.27 -3.42
76 H -1.58 3.91 -2.68
77 H -1.42 2.28 -3.15
78 H -0.83 1.73 -5.53
79 H -1.68 2.47 -6.73
80 H 1.03 3.34 -5.47
81 H 0.81 2.81 -7.17
82 H -0.23 4.83 -7.81
83 H 1.21 5.17 -6.92
84 H -0.20 6.56 -3.89
85 H 1.18 6.69 -4.92
86 H 0.79 5.23 -4.04
87 H -0.31 7.55 -6.90
88 H -1.60 7.64 -5.77
89 H -1.79 6.66 -7.21
90 H -3.09 6.27 -5.02
91 C 0.11 0.90 0.11
92 C -0.98 0.61 1.13
93 C -2.23 -0.01 0.44
94 O -0.56 -0.32 2.09
95 H 1.06 1.34 0.40
96 H -0.30 1.64 -0.59
97 H 0.33 0.03 -0.51
98 H -1.21 1.53 1.67
99 H -3.11 -0.21 1.04
100 H -1.94 -0.93 -0.07
101 H -2.55 0.71 -0.32
102 H -0.27 -1.14 1.68
103 C -0.50 -4.33 -0.55
104 C 0.43 -3.93 0.55
105 C 1.74 -4.66 0.54
106 O 0.61 -2.56 0.49
107 H -0.12 -4.03 -1.53
108 H -1.44 -3.77 -0.52
109 H -0.82 -5.37 -0.64
110 H -0.03 -4.07 1.54
111 H 1.60 -5.73 0.72
112 H 2.36 -4.24 1.33
113 H 2.32 -4.51 -0.37
114 H 1.27 -2.44 -0.20
115 C -0.04 2.95 4.58
116 C 1.29 2.29 4.25
117 C 1.45 1.04 5.12
118 O 1.32 1.91 2.92
119 H -0.77 2.14 4.60
120 H -0.39 3.59 3.78
121 H 0.07 3.50 5.52
122 H 2.16 2.91 4.47
123 H 2.30 0.46 4.76
124 H 0.51 0.50 5.05
125 H 1.68 1.30 6.15
126 H 0.72 1.18 2.76

- SMILES string: CC1(C)CCCC(C)(C)N1O.CC1(C)CCCC(C)(C)N1O.CC1(C)CCCC(C)(C)N1O.CC(C)O.CC(C)O.CC(C)O
- Lowest unoccupied orbital energy: 0.5837 eV
- Gap between HOMO and LUMO: 8.66 eV

These are the Löwdin partial charges, in e, on atoms 1 to 99: number 1, C, carries -0.0281; number 2, C, carries -0.4570; number 3, C, carries -0.0141; number 4, C, carries -0.1571; number 5, C, carries -0.1762; number 6, C, carries -0.1271; number 7, C, carries -0.4507; number 8, C, carries -0.0259; number 9, C, carries -0.0534; number 10, N, carries -0.1293; number 11, O, carries 0.0006; number 12, H, carries 0.0497; number 13, H, carries 0.0879; number 14, H, carries 0.0818; number 15, H, carries 0.0540; number 16, H, carries 0.0661; number 17, H, carries 0.0745; number 18, H, carries 0.1124; number 19, H, carries 0.1219; number 20, H, carries 0.1149; number 21, H, carries 0.1138; number 22, H, carries 0.1140; number 23, H, carries 0.1118; number 24, H, carries 0.0762; number 25, H, carries 0.0808; number 26, H, carries 0.0454; number 27, H, carries 0.0759; number 28, H, carries 0.0853; number 29, H, carries 0.0882; number 30, H, carries 0.1092; number 31, C, carries -0.0554; number 32, C, carries -0.4673; number 33, C, carries -0.0128; number 34, C, carries -0.1247; number 35, C, carries -0.1633; number 36, C, carries -0.1284; number 37, C, carries -0.4577; number 38, C, carries -0.0390; number 39, C, carries -0.0457; number 40, N, carries -0.1008; number 41, O, carries -0.0213; number 42, H, carries 0.0810; number 43, H, carries 0.0834; number 44, H, carries 0.0795; number 45, H, carries 0.0764; number 46, H, carries 0.0725; number 47, H, carries 0.0615; number 48, H, carries 0.1096; number 49, H, carries 0.1155; number 50, H, carries 0.0789; number 51, H, carries 0.0887; number 52, H, carries 0.1085; number 53, H, carries 0.1123; number 54, H, carries 0.0818; number 55, H, carries 0.0856; number 56, H, carries 0.0605; number 57, H, carries 0.0721; number 58, H, carries 0.0740; number 59, H, carries 0.0771; number 60, H, carries 0.1007; number 61, C, carries -0.0442; number 62, C, carries -0.4873; number 63, C, carries -0.0406; number 64, C, carries -0.1360; number 65, C, carries -0.1589; number 66, C, carries -0.1208; number 67, C, carries -0.4861; number 68, C, carries -0.0551; number 69, C, carries -0.0475; number 70, N, carries -0.1221; number 71, O, carries -0.0056; number 72, H, carries 0.0797; number 73, H, carries 0.0813; number 74, H, carries 0.0768; number 75, H, carries 0.0689; number 76, H, carries 0.0918; number 77, H, carries 0.0733; number 78, H, carries 0.1126; number 79, H, carries 0.1125; number 80, H, carries 0.0937; number 81, H, carries 0.1049; number 82, H, carries 0.1089; number 83, H, carries 0.1098; number 84, H, carries 0.0842; number 85, H, carries 0.0885; number 86, H, carries 0.0685; number 87, H, carries 0.0872; number 88, H, carries 0.0753; number 89, H, carries 0.0848; number 90, H, carries 0.0997; number 91, C, carries -0.0561; number 92, C, carries -0.4685; number 93, C, carries -0.0318; number 94, O, carries -0.0713; number 95, H, carries 0.0723; number 96, H, carries 0.0744; number 97, H, carries 0.0644; number 98, H, carries 0.1363; number 99, H, carries 0.0678